The molecule C20H23NOS. Source: the Open Molecules 2025 dataset; level of theory: ωB97M-V/def2-TZVPD.

Bonds (Å) are listed after each position.
Atoms and positions in Å:
1 O 2.48 2.75 0.08  C2 1.217
2 C 1.76 1.78 0.26  O1 1.217, C3 1.500, N17 1.353
3 C 0.27 1.86 0.11  C2 1.500, C4 1.389, C16 1.388
4 C -0.31 1.73 -1.15  C3 1.389, C5 1.381, H24 1.080
5 C -1.68 1.83 -1.29  C4 1.381, C6 1.390, H25 1.080
6 C -2.49 2.07 -0.18  C5 1.390, C7 1.492, C15 1.389
7 C -3.98 2.09 -0.33  C6 1.492, S8 1.844, H26 1.090, H27 1.090
8 S -4.58 0.48 -1.00  C7 1.844, C9 1.775
9 C -3.55 -0.66 -0.11  S8 1.775, C10 1.388, C14 1.387
10 C -2.94 -1.69 -0.82  C9 1.388, C11 1.382, H28 1.079
11 C -2.12 -2.58 -0.16  C10 1.382, C12 1.385, H29 1.080
12 C -1.89 -2.45 1.20  C11 1.385, C13 1.385, H30 1.080
13 C -2.51 -1.43 1.90  C12 1.385, C14 1.383, H31 1.080
14 C -3.35 -0.54 1.26  C9 1.387, C13 1.383, H32 1.079
15 C -1.90 2.25 1.06  C6 1.389, C16 1.383, H33 1.081
16 C -0.53 2.15 1.20  C3 1.388, C15 1.383, H34 1.080
17 N 2.24 0.57 0.64  C2 1.353, C18 1.443, C23 1.448
18 C 1.42 -0.61 0.76  N17 1.443, C19 1.539, H35 1.094, H36 1.093
19 C 1.18 -1.34 -0.57  C18 1.539, C20 1.530, H37 1.092, H38 1.091
20 C 2.32 -1.18 -1.58  C19 1.530, C21 1.532, H39 1.092, H40 1.092
21 C 3.72 -1.41 -1.00  C20 1.532, C22 1.529, H41 1.092, H42 1.092
22 C 4.35 -0.14 -0.46  C21 1.529, C23 1.529, H43 1.092, H44 1.092
23 C 3.67 0.40 0.80  N17 1.448, C22 1.529, H45 1.094, H46 1.093
24 H 0.31 1.54 -2.01  C4 1.080
25 H -2.14 1.69 -2.26  C5 1.080
26 H -4.48 2.29 0.62  C7 1.090
27 H -4.31 2.81 -1.07  C7 1.090
28 H -3.12 -1.78 -1.88  C10 1.079
29 H -1.65 -3.38 -0.71  C11 1.080
30 H -1.23 -3.14 1.71  C12 1.080
31 H -2.34 -1.33 2.97  C13 1.080
32 H -3.85 0.23 1.82  C14 1.079
33 H -2.51 2.47 1.93  C15 1.081
34 H -0.07 2.28 2.18  C16 1.080
35 H 0.46 -0.35 1.20  C18 1.094
36 H 1.93 -1.28 1.46  C18 1.093
37 H 0.26 -0.97 -1.02  C19 1.092
38 H 1.03 -2.40 -0.35  C19 1.091
39 H 2.28 -0.17 -2.00  C20 1.092
40 H 2.14 -1.88 -2.40  C20 1.092
41 H 4.36 -1.80 -1.80  C21 1.092
42 H 3.68 -2.18 -0.22  C21 1.092
43 H 4.31 0.64 -1.23  C22 1.092
44 H 5.40 -0.32 -0.22  C22 1.092
45 H 3.84 -0.28 1.64  C23 1.094
46 H 4.09 1.38 1.04  C23 1.093

**Largest force on an atom**: 0.6 eV/Å
**Relative energy (zero: lowest compared OMol25 entry of this formula, charge and spin)**: 0.00 kcal per mole
**Energy**: -1304.12263 Eh
**HOMO**: -8.48 eV
**Multiplicity**: 1
**Structure (SMILES)**: O=C(c1ccc(CSc2ccccc2)cc1)N1CCCCCC1

Atom charges from the Löwdin analysis, given in e for atoms 1 to 2: 0.079, -0.431

A cluster of 13 separate species, H26O13 in total at a distorted geometry. Source: the Open Molecules 2025 dataset; level of theory: ωB97M-V/def2-TZVPD.

Bonds (Å) are listed after each position.
Atoms and positions in Å:
1 O -1.04 3.12 -1.61  H2 0.984, H3 0.968
2 H -1.59 3.50 -2.33  O1 0.984
3 H -1.50 2.48 -1.04  O1 0.968
4 O -0.91 -3.63 -0.62  H5 0.956, H6 0.963
5 H -1.59 -3.80 0.02  O4 0.956
6 H -0.62 -2.73 -0.42  O4 0.963
7 O -3.09 -0.86 -0.01  H8 0.947, H9 0.962
8 H -2.16 -0.75 0.08  O7 0.947
9 H -3.26 -1.16 -0.90  O7 0.962
10 O 0.83 2.16 1.03  H11 0.903, H12 0.962
11 H 1.44 2.06 1.70  O10 0.903
12 H 1.29 2.18 0.19  O10 0.962
13 O 3.53 1.01 2.15  H14 0.940, H15 1.005
14 H 3.87 1.57 1.49  O13 0.940
15 H 2.93 0.34 1.69  O13 1.005
16 O 2.24 -0.68 0.47  H17 0.985, H18 0.973
17 H 2.52 -0.68 -0.47  O16 0.985
18 H 2.81 -1.32 0.93  O16 0.973
19 O 0.66 -0.44 3.01  H20 0.966, H21 0.961
20 H 1.51 -0.90 3.06  O19 0.966
21 H 0.45 -0.18 3.91  O19 0.961
22 O -0.28 -0.83 -0.19  H23 0.943, H24 0.963
23 H -0.48 -0.26 -0.91  O22 0.943
24 H 0.52 -0.59 0.28  O22 0.963
25 O 0.14 -3.03 2.38  H26 0.963, H27 0.935
26 H 0.29 -2.12 2.63  O25 0.963
27 H 0.55 -3.41 3.13  O25 0.935
28 O -3.38 1.05 -2.58  H29 0.937, H30 0.989
29 H -3.75 1.28 -1.75  O28 0.937
30 H -2.42 0.86 -2.39  O28 0.989
31 O 2.41 -0.30 -2.33  H32 0.955, H33 0.966
32 H 1.71 -0.94 -2.45  O31 0.955
33 H 3.24 -0.77 -2.43  O31 0.966
34 O -1.89 2.04 0.83  H35 0.941, H36 0.963
35 H -1.87 2.87 1.27  O34 0.941
36 H -1.00 1.68 0.88  O34 0.963
37 O -0.88 0.43 -2.55  H38 0.922, H39 0.960
38 H -0.99 0.96 -3.29  O37 0.922
39 H -0.25 -0.23 -2.86  O37 0.960

**Largest force on an atom**: 3.9 eV/Å
**Relative energy (zero: lowest compared OMol25 entry of this formula, charge and spin)**: 63.70 kcal per mole
**Energy**: -993.67171 Eh
**HOMO**: -10.16 eV
**Multiplicity**: 1

Atom charges from the Löwdin analysis, given in e for atoms 1 to 2: -0.087, 0.060

- The highest relative energy (zero: lowest compared OMol25 entry of this formula, charge and spin) belongs to which entry?
  H26O13

Repeat the second record exactly.
A cluster of 13 separate species, H26O13 in total at a distorted geometry. Source: the Open Molecules 2025 dataset; level of theory: ωB97M-V/def2-TZVPD.

Bonds (Å) are listed after each position.
Atoms and positions in Å:
1 O -1.04 3.12 -1.61  H2 0.984, H3 0.968
2 H -1.59 3.50 -2.33  O1 0.984
3 H -1.50 2.48 -1.04  O1 0.968
4 O -0.91 -3.63 -0.62  H5 0.956, H6 0.963
5 H -1.59 -3.80 0.02  O4 0.956
6 H -0.62 -2.73 -0.42  O4 0.963
7 O -3.09 -0.86 -0.01  H8 0.947, H9 0.962
8 H -2.16 -0.75 0.08  O7 0.947
9 H -3.26 -1.16 -0.90  O7 0.962
10 O 0.83 2.16 1.03  H11 0.903, H12 0.962
11 H 1.44 2.06 1.70  O10 0.903
12 H 1.29 2.18 0.19  O10 0.962
13 O 3.53 1.01 2.15  H14 0.940, H15 1.005
14 H 3.87 1.57 1.49  O13 0.940
15 H 2.93 0.34 1.69  O13 1.005
16 O 2.24 -0.68 0.47  H17 0.985, H18 0.973
17 H 2.52 -0.68 -0.47  O16 0.985
18 H 2.81 -1.32 0.93  O16 0.973
19 O 0.66 -0.44 3.01  H20 0.966, H21 0.961
20 H 1.51 -0.90 3.06  O19 0.966
21 H 0.45 -0.18 3.91  O19 0.961
22 O -0.28 -0.83 -0.19  H23 0.943, H24 0.963
23 H -0.48 -0.26 -0.91  O22 0.943
24 H 0.52 -0.59 0.28  O22 0.963
25 O 0.14 -3.03 2.38  H26 0.963, H27 0.935
26 H 0.29 -2.12 2.63  O25 0.963
27 H 0.55 -3.41 3.13  O25 0.935
28 O -3.38 1.05 -2.58  H29 0.937, H30 0.989
29 H -3.75 1.28 -1.75  O28 0.937
30 H -2.42 0.86 -2.39  O28 0.989
31 O 2.41 -0.30 -2.33  H32 0.955, H33 0.966
32 H 1.71 -0.94 -2.45  O31 0.955
33 H 3.24 -0.77 -2.43  O31 0.966
34 O -1.89 2.04 0.83  H35 0.941, H36 0.963
35 H -1.87 2.87 1.27  O34 0.941
36 H -1.00 1.68 0.88  O34 0.963
37 O -0.88 0.43 -2.55  H38 0.922, H39 0.960
38 H -0.99 0.96 -3.29  O37 0.922
39 H -0.25 -0.23 -2.86  O37 0.960

**Largest force on an atom**: 3.9 eV/Å
**Relative energy (zero: lowest compared OMol25 entry of this formula, charge and spin)**: 63.70 kcal per mole
**Energy**: -993.67171 Eh
**HOMO**: -10.16 eV
**Multiplicity**: 1

Atom charges from the Löwdin analysis, given in e for atoms 1 to 2: -0.087, 0.060

- Which value of relative energy (zero: lowest compared OMol25 entry of this formula, charge and spin) does entry 1 give?
  0.00 kcal per mole

- Which value of relative energy (zero: lowest compared OMol25 entry of this formula, charge and spin) does entry 1 give?
  0.00 kcal per mole